{
  "formula": "C10H16O",
  "method": "ωB97M-V/def2-TZVPD",
  "symbols": ["C", "C", "C", "C", "C", "O", "C", "C", "H", "H", "H", "H", "H", "H", "H", "H", "C", "C", "C", "H", "H", "H", "H", "H", "H", "H", "H"],
  "xyz": [[-2.55954, 0.01574, -2.05378], [-1.72265, 0.61374, -0.95123], [-0.74888, 1.54665, -1.23857], [-0.02495, 2.17705, -0.22222], [-0.28482, 1.85275, 1.09711], [0.36244, 2.42707, 2.15894], [-1.25401, 0.90115, 1.38484], [-2.00172, 0.30964, 0.38282], [-3.07285, 0.79667, -2.61459], [-3.32674, -0.61575, -1.60829], [-1.98702, -0.66685, -2.68846], [-0.54176, 1.82500, -2.26273], [0.76809, 2.87570, -0.48641], [0.89282, 3.16542, 1.84016], [-1.53532, 0.76205, 2.42012], [-2.77216, -0.42705, 0.58671], [2.81239, -0.93970, 0.08501], [1.66681, -1.36656, 1.02282], [0.86701, -2.44248, 0.27440], [3.40493, -1.78879, -0.25934], [3.45803, -0.21892, 0.58270], [2.33262, -0.43753, -0.75337], [1.99987, -1.64956, 2.01395], [1.07449, -0.46533, 1.09390], [0.76800, -2.15581, -0.76934], [1.51604, -3.33157, 0.28498], [-0.09114, -2.76269, 0.67988]],
  "lowdin_charge": [-0.056, -0.297, -0.050, -0.025, -0.349, 0.047, -0.030, -0.038, 0.080, 0.067, 0.080, 0.113, 0.115, 0.103, 0.120, 0.113, -0.125, -0.298, -0.123, 0.069, 0.064, 0.064, 0.098, 0.062, 0.063, 0.070, 0.062],
  "e_homo_ev": -8.47,
  "smiles": "Cc1ccc(O)cc1.CCC",
  "orbital_gap_ev": 9.32,
  "lumo_ev": 0.85,
  "multiplicity": 1,
  "de_lowest_kcal_mol": 19.2
}

---

{
  "formula": "C2H8S3",
  "method": "ωB97M-V/def2-TZVPD",
  "symbols": ["C", "S", "S", "H", "H", "H", "H", "C", "S", "H", "H", "H", "H"],
  "xyz": [[0.78532, 2.41002, -1.60093], [0.98638, 0.95638, -0.44933], [0.54108, -0.60328, -1.82412], [-0.18142, 2.48441, -1.98138], [1.07884, 3.34365, -0.93105], [1.55377, 2.36180, -2.29597], [-0.38174, -1.12537, -0.92049], [-1.03895, -2.17803, 1.89486], [-1.36037, -0.42012, 2.10063], [-1.75244, -2.68527, 2.60710], [-0.00258, -2.18016, 2.12869], [-1.15566, -2.61112, 0.86000], [-0.31043, 0.09238, 1.53463]],
  "lowdin_charge": [-0.441, 0.354, 0.307, 0.000, 0.082, -0.015, -0.206, -0.500, 0.625, 0.045, -0.001, 0.034, -0.284],
  "e_homo_ev": -8.73,
  "smiles": "CSS.CS",
  "orbital_gap_ev": 9.03,
  "lumo_ev": 0.31,
  "multiplicity": 1,
  "de_lowest_kcal_mol": 20.6
}

---

{
  "formula": "C9H9NO3S",
  "method": "ωB97M-V/def2-TZVPD",
  "symbols": ["C", "C", "C", "C", "C", "C", "C", "C", "C", "N", "O", "O", "O", "S", "H", "H", "H", "H", "H", "H", "H", "H", "H"],
  "xyz": [[-0.92041, 0.41638, 0.78920], [0.47420, 1.02552, -1.27639], [-0.65886, 1.37611, -0.16691], [1.24987, 1.92345, -2.08030], [-1.97860, 0.09171, 1.74462], [1.28676, -1.07841, 0.98590], [1.97836, -0.75497, -0.34277], [-1.03502, -1.89245, 0.13160], [-0.05153, -0.74348, 0.29923], [0.69517, -0.34418, -0.94432], [2.16892, 2.63794, -2.26334], [-1.26308, 2.58503, -0.24592], [0.16515, 1.45029, -2.66982], [-2.21061, -1.73507, 1.52493], [-1.69010, 0.25622, 2.78429], [-2.91244, 0.61432, 1.53732], [1.37725, -2.10519, 1.32426], [1.53909, -0.40045, 1.79854], [2.72792, 0.03590, -0.31054], [2.38306, -1.62757, -0.86057], [-1.57604, -1.79979, -0.81132], [-0.57213, -2.87263, 0.19312], [-1.17692, 2.94133, -1.14080]],
  "lowdin_spin": [0.034, 0.014, 0.081, 0.005, 0.241, 0.004, 0.001, 0.168, 0.027, 0.008, 0.001, 0.028, 0.015, 1.277, 0.022, 0.026, 0.001, 0.002, 0.000, 0.000, 0.029, 0.015, 0.000],
  "e_homo_ev": [-4.26, -8.92],
  "s2": 2.01,
  "orbital_gap_ev": [4.83, 6.06],
  "lumo_ev": [0.57, -2.86],
  "multiplicity": 3,
  "de_lowest_kcal_mol": 82.1
}

---

{
  "formula": "C6H10AlN3O2",
  "method": "ωB97M-V/def2-TZVPD",
  "symbols": ["C", "C", "O", "N", "N", "C", "C", "N", "C", "C", "O", "H", "H", "H", "H", "H", "H", "H", "H", "H", "H", "Al"],
  "xyz": [[0.87932, 1.95174, 0.66245], [0.25968, 0.57077, 1.25682], [0.17744, 0.42002, 2.52933], [-0.21089, -0.41264, 0.24754], [0.03357, -1.70292, 0.61178], [0.78513, -2.30459, -0.55674], [1.46803, -1.18202, -1.51035], [0.90405, -0.68325, -2.58651], [-1.62248, -0.17615, -0.22475], [-2.62485, 0.96830, 0.25569], [-2.03853, -0.95192, -1.12869], [-0.01125, 2.54577, 0.21534], [1.45616, 2.53681, 1.45342], [1.54607, 1.62081, -0.22607], [0.10495, -2.96662, -1.21051], [1.61618, -2.94151, -0.07187], [2.53201, -0.81867, -1.22546], [1.60919, 0.00085, -2.95465], [-2.96434, 1.52465, -0.70298], [-3.58061, 0.55104, 0.74371], [-2.18669, 1.75264, 0.95909], [1.86788, -0.30310, 3.46340]],
  "lowdin_charge": [0.062, -0.319, -0.197, -0.039, 0.262, -0.056, -0.188, 0.148, -0.240, 0.049, 0.143, 0.132, 0.123, 0.111, 0.190, 0.166, 0.150, 0.096, 0.143, 0.140, 0.092, 1.034],
  "e_homo_ev": -17.92,
  "orbital_gap_ev": 5.75,
  "lumo_ev": -12.17,
  "multiplicity": 1,
  "charge": 2
}